# 1
Below is an isolated molecule of C2H7ClN2, with properties calculated with wB97M-V/def2-TZVPD.

Last column: Löwdin charge in e.
Atoms and positions in Å:
H: 1.794 0.459 0.202  0.066
H: -1.203 1.888 0.614  0.065
H: 2.152 -1.088 0.181  0.063
H: -0.441 -1.821 -0.353  0.131
H: 1.076 -0.635 1.420  0.062
C: 1.323 -0.469 0.417  -0.108
H: 0.230 -0.558 -1.391  0.106
Cl: -2.579 -0.301 -0.047  0.463
N: -0.820 0.155 0.346  -0.548
H: -0.981 1.658 -1.004  0.086
C: 0.052 -0.754 -0.321  -0.369
N: -0.603 1.466 -0.064  -0.017

Atomic forces in eV per Å
-0.558 1.331 0.100
-0.118 1.547 0.092
0.480 -1.445 -0.389
1.422 1.921 0.831
0.218 0.275 1.775
0.886 -1.492 -0.558
-0.498 0.364 -0.009
0.473 0.020 0.012
-1.830 -0.094 -0.610
0.235 -0.248 0.335
-0.130 -1.849 -1.786
-0.579 -0.331 0.205

Computed properties:
Calculated total energy (a.u.): -650.0119
Highest occupied orbital energy (eV): -9.63
SMILES string: CCN(N)Cl
Frontier orbital gap (eV): 10.36
Total charge: 0
Multiplicity: 1


# 2
Below is a structure of composition C14H23CoN6S3, with properties calculated with wB97M-V/def2-TZVPD.

Last column: Mulliken spin population.
Atoms and positions in Å:
N: -0.067 1.854 -1.777  -0.004
H: -1.201 7.186 0.757  0.000
C: -0.733 3.896 0.120  0.001
H: 0.100 -4.896 -0.490  0.000
H: 3.215 -2.524 1.021  0.002
C: 0.785 5.243 -1.180  0.000
C: -0.901 -4.473 -0.388  -0.009
C: 2.181 2.513 -1.462  0.000
N: -0.192 -2.623 1.072  -0.014
H: -2.692 -1.471 1.134  -0.001
H: -0.752 -3.778 -2.338  0.002
H: 1.336 -4.066 1.144  -0.001
H: -1.119 2.918 0.379  -0.001
C: 0.297 4.007 -0.800  0.000
C: -0.733 -1.626 2.025  0.003
S: 3.492 3.339 -0.940  -0.001
H: -2.221 -0.077 2.087  -0.001
C: -0.783 6.290 0.318  0.000
S: -0.289 -0.633 -2.812  -0.066
H: 2.151 -2.972 -1.079  0.000
C: 1.178 -3.035 1.463  -0.003
H: 2.489 -1.387 -1.087  -0.003
H: -1.610 -5.295 -0.489  0.002
C: -1.276 5.043 0.678  0.000
C: -1.849 -0.830 1.392  -0.008
H: -2.085 4.963 1.394  0.000
H: 1.286 -3.021 2.551  0.000
H: -0.721 0.546 0.337  0.010
C: 0.242 6.386 -0.612  0.000
N: -1.073 -3.449 -1.433  0.041
Co: -0.129 -1.664 -0.841  1.018
N: -1.322 -0.254 0.145  -0.042
H: -2.109 -3.493 1.081  0.000
N: 0.848 2.813 -1.378  0.000
H: -2.049 0.107 -0.466  0.004
C: 2.213 -2.147 0.815  0.008
H: 2.162 -1.130 1.209  0.001
N: 1.917 -2.092 -0.628  0.036
H: 0.621 7.356 -0.906  0.000
C: -1.072 -3.808 0.959  0.009
S: 2.260 0.955 -2.248  0.000
H: -2.057 -3.230 -1.562  -0.001
H: 1.578 5.312 -1.911  0.000
H: 0.083 -0.949 2.290  -0.001
H: -1.069 -2.105 2.950  0.000
C: 0.531 0.823 -2.258  0.018
H: -0.861 -4.519 1.764  0.000

Atomic forces in eV per Å
0.241 0.162 0.112
-0.002 -0.016 -0.010
-0.024 0.032 0.030
0.011 0.021 -0.013
0.027 -0.003 0.031
-0.005 0.118 -0.011
-0.009 0.019 -0.104
-0.352 -0.016 0.008
0.069 0.201 -0.292
-0.014 0.010 0.017
0.029 -0.057 0.028
-0.012 0.022 -0.046
-0.011 0.017 0.018
0.148 -0.166 -0.067
0.070 -0.107 0.193
0.024 0.089 0.046
0.030 0.032 0.024
0.004 -0.027 -0.002
0.305 0.268 -0.065
0.087 -0.010 0.057
-0.048 -0.078 0.178
-0.034 0.035 0.023
-0.002 -0.041 0.008
0.018 0.003 -0.015
-0.058 0.030 -0.155
0.021 0.001 -0.015
-0.022 -0.050 0.011
-0.030 0.012 -0.056
0.007 -0.013 -0.005
-0.003 0.114 -0.288
-0.202 -0.324 1.185
-0.073 0.099 -0.169
0.016 0.043 -0.044
-0.211 0.043 0.081
0.017 0.004 -0.022
0.013 0.085 -0.135
-0.017 0.014 -0.038
0.062 -0.056 -0.439
-0.010 -0.018 0.009
-0.040 -0.028 0.162
0.295 -0.160 -0.196
-0.018 -0.053 0.011
0.012 -0.001 0.014
-0.012 0.000 -0.005
0.030 -0.044 -0.004
-0.303 -0.228 -0.089
-0.026 0.022 0.040

Computed properties:
Calculated total energy (a.u.): -3452.9693
Highest occupied orbital energy (alpha / beta) (eV): -10.32 / -10.32
Expectation value of S²: 1.008
Frontier orbital gap (alpha / beta) (eV): 7.21 / 7.71
Total charge: +1
Multiplicity: 2


# 3
Below is a cluster of 2 separate species, C3H12N2OS in total, with properties calculated with wB97M-V/def2-TZVPD.

Last column: Löwdin charge in e.
Atoms and positions in Å:
H: 0.465 -0.185 1.055  0.129
S: 3.188 0.484 0.705  0.701
H: -1.954 2.116 1.451  0.024
H: -2.416 0.871 0.770  -0.007
N: -1.791 -0.904 -0.235  0.003
H: 3.140 -0.242 1.842  -0.145
H: -0.107 -2.085 -0.633  0.112
O: -2.747 1.768 1.023  -0.096
H: -2.459 -0.994 -0.989  0.083
C: 2.002 -0.422 -0.342  -0.542
C: 0.554 -0.071 -0.042  -0.519
H: 0.840 1.936 -0.021  0.059
C: -0.397 -1.029 -0.711  -0.248
H: 2.204 -1.497 -0.338  0.075
H: 2.236 -0.213 -1.390  0.081
H: -1.928 -1.508 0.554  0.075
H: -0.693 1.555 -0.381  0.045
H: -0.399 -0.847 -1.790  0.123
N: 0.263 1.267 -0.528  0.047

Atomic forces in eV per Å
-0.303 0.081 -0.101
0.148 0.038 -0.238
-0.297 0.302 0.115
-0.569 0.443 -0.141
0.875 1.026 -0.049
-0.241 -0.052 -0.331
0.446 0.173 0.307
0.885 -0.819 -0.034
-0.058 -0.358 0.422
0.293 -0.508 -0.473
0.023 -0.230 0.358
-0.038 -0.072 -0.194
-0.909 -0.902 -0.747
-0.181 0.027 0.683
0.053 0.668 0.130
-0.570 -0.320 -0.097
-0.281 -0.242 0.021
0.088 0.270 0.078
0.635 0.476 0.292

Computed properties:
Calculated total energy (a.u.): -704.4311
Highest occupied orbital energy (eV): -9.30
SMILES string: NC[C@H](N)CS.O
Frontier orbital gap (eV): 10.05
Total charge: 0
Multiplicity: 1


# 4
Below is a cluster of 3 separate species, C15H24Br4NO3S in total, with properties calculated with wB97M-V/def2-TZVPD.

Last column: Löwdin charge in e.
Atoms and positions in Å:
H: -0.407 0.562 0.376  0.007
H: 1.247 -0.566 -1.505  0.014
Br: 1.856 -0.001 0.675  0.815
Br: -0.711 4.247 4.723  0.585
H: -3.351 -3.759 -4.631  0.120
C: -1.866 -1.044 0.999  -0.152
C: 0.481 5.781 4.896  -0.690
C: -0.934 -2.355 0.979  -0.257
H: 0.121 -2.009 0.698  0.049
C: 1.525 5.546 5.960  -0.704
H: -2.384 -3.426 0.054  0.092
O: 2.638 -0.518 -3.934  -0.323
H: 3.310 0.398 2.666  0.061
H: -2.150 0.942 -0.180  0.129
C: -1.368 0.110 -0.052  -0.172
H: 3.825 -3.470 -2.779  0.099
H: -0.517 -2.884 -4.909  0.151
C: -4.439 -1.865 -4.899  0.027
H: 1.231 2.576 1.962  0.049
Br: 3.636 3.111 1.565  0.636
C: -3.346 -2.636 -4.377  -0.139
C: -0.695 -2.265 -3.965  0.077
H: 2.160 2.602 3.478  0.048
H: 1.597 0.259 3.119  0.069
H: -4.180 -0.905 -5.473  0.088
H: -0.883 -2.803 2.044  0.133
N: 0.438 -1.725 -3.258  -0.160
H: -5.510 -2.253 -4.767  0.087
H: -1.769 -0.572 2.032  0.120
S: 2.105 -1.931 -3.807  0.764
H: 1.966 4.550 5.920  0.044
O: -1.406 -3.418 0.118  -0.108
H: 2.311 -3.247 -1.747  0.086
C: 2.299 0.730 2.430  -0.609
H: 3.656 -1.922 -1.797  0.088
C: 3.074 -2.694 -2.403  -0.111
C: -1.113 -0.693 -1.448  -0.073
Br: 0.776 5.765 7.745  0.619
C: -2.396 -1.231 -2.186  0.107
C: -2.171 -2.034 -3.491  -0.095
H: 2.318 6.292 5.891  0.061
C: 0.304 -0.954 -2.018  0.009
H: 0.949 5.889 3.916  0.056
C: 2.141 2.230 2.452  -0.700
H: -0.146 6.650 5.092  0.055
H: -3.451 -1.058 -1.777  0.137
O: 2.171 -2.718 -5.078  -0.300
H: -2.943 -1.283 0.692  0.112

Atomic forces in eV per Å
-1.709 -0.652 -1.132
-1.541 -0.664 -1.318
1.004 0.073 0.454
-0.015 0.030 0.002
-0.204 1.586 1.581
0.561 0.616 -0.632
0.111 -0.109 -0.263
-0.541 0.367 1.259
-1.554 -0.976 0.137
0.018 0.252 0.277
0.915 0.177 0.394
-2.151 -4.074 1.002
-0.126 0.109 -0.106
1.092 -1.435 0.015
0.271 -1.339 -0.364
-1.303 1.183 -0.074
0.101 1.118 1.568
2.318 -1.040 0.974
0.090 -0.110 0.109
-0.160 -0.054 -0.024
-1.269 1.160 -0.151
-1.471 1.113 2.040
-0.074 -0.171 -0.066
0.036 0.051 -0.105
-0.891 -0.805 1.957
-0.017 0.935 -1.539
-3.460 0.059 1.696
1.851 0.205 -1.431
-0.616 -0.714 -1.314
4.696 3.023 -4.077
-0.118 0.125 -0.061
0.004 0.901 -0.196
1.153 0.796 -0.836
-0.105 0.013 0.361
-1.204 -0.658 -1.145
-0.512 -1.194 1.066
0.338 -0.629 -1.951
0.053 -0.117 -0.112
3.898 -0.979 -2.071
2.499 1.079 0.186
-0.110 -0.061 -0.077
-4.188 -0.464 -0.417
-0.003 0.001 0.122
0.295 0.236 -0.033
0.115 -0.150 0.066
1.807 -0.228 -0.710
-1.267 1.277 3.984
1.381 0.137 0.955

Computed properties:
Calculated total energy (a.u.): -11560.1359
Highest occupied orbital energy (eV): -11.82
Frontier orbital gap (eV): 6.86
Total charge: +1
Multiplicity: 1


# 5
Below is a cluster of 2 separate species, C3H7ClO2P in total, with properties calculated with wB97M-V/def2-TZVPD.

Last column: Löwdin charge in e.
Atoms and positions in Å:
P: 2.006 0.320 -0.867  0.136
Cl: 2.885 -1.330 0.083  0.136
C: -0.961 1.014 0.875  -0.222
H: -1.668 -0.265 -0.887  0.052
H: -0.454 1.523 1.678  0.050
H: -1.967 0.743 1.341  0.082
C: -0.235 -0.184 0.474  -0.414
C: -0.979 -0.980 -0.506  -0.206
H: -1.449 -1.780 0.067  0.059
O: 2.549 1.591 -0.314  -0.465
H: -1.182 1.789 0.106  0.080
O: 1.834 -0.029 -2.304  -0.457
H: -0.080 -0.869 1.421  0.107
H: -0.299 -1.545 -1.166  0.061

Atomic forces in eV per Å
-2.570 0.202 1.556
0.429 -0.198 0.006
-1.547 1.491 1.086
-0.828 -0.244 -1.474
0.354 0.419 0.310
0.689 0.136 -0.548
3.232 -1.136 0.694
0.713 -1.679 0.270
-0.902 -0.049 -0.190
0.054 -0.598 -0.394
0.301 -0.711 0.124
0.024 0.138 0.704
0.613 1.564 -1.653
-0.561 0.666 -0.491

Computed properties:
Calculated total energy (a.u.): -1070.6105
Highest occupied orbital energy (eV): -3.58
Frontier orbital gap (eV): 7.35
Total charge: -1
Multiplicity: 1


| no. | maximum force (Eh/bohr) |
| --- | --- |
| 1 | 0.0501 |
| 2 | 0.0242 |
| 3 | 0.0288 |
| 4 | 0.1345 |
| 5 | 0.0680 |